This record from the Open Molecules 2025 dataset describes a 2-piece molecular cluster, CH3F2PS overall in a non-equilibrium geometry. The level of theory is wB97M-V/def2-TZVPD.

Atoms and positions in Å:
C -2.21407 0.66274 0.03555
S -3.20201 -0.65029 -0.01406
H -1.11124 0.57626 0.45618
H -2.61857 1.69223 -0.10993
F 3.28516 0.43994 -0.04771
P 2.65563 -1.02377 0.05854
F 1.73650 -0.85174 -1.31503
H 1.46859 -0.84535 0.93647

Force components x, y, z for each atom (eV/Å):
C 0.5145 -0.8877 1.4642
S 1.2304 1.5003 -0.1430
H -2.2427 0.2397 -1.1776
H 0.5153 -0.8541 -0.1497
F -0.3430 -0.2561 0.6228
P -1.5438 0.3588 -1.5214
F 0.8812 -0.4887 1.3552
H 0.9880 0.3878 -0.4504

As for the total energy: -979.15919 a.u. The HOMO-LUMO gap comes out at 0.3095 hartree. The structure (SMILES) is C=S.FPF.

This record from the Open Molecules 2025 dataset describes CH3FIN as an isolated structure in a non-equilibrium geometry. The level of theory is wB97M-V/def2-TZVPD.

Atoms and positions in Å:
C -0.24992 0.36096 -0.69111
N -0.90254 -0.50449 -0.21035
F 0.98816 0.24421 1.30277
I -0.13028 -2.30302 0.27658
H 0.32050 0.67052 1.23334
H 0.85804 0.25773 -0.90529
H -0.88396 1.27409 -1.00595

Force components x, y, z for each atom (eV/Å):
C 3.1524 4.7525 -4.2490
N -4.5957 -4.3808 2.4267
F 11.2954 -6.0621 2.3416
I 0.2249 -0.6587 -0.0772
H -10.3167 6.5957 -0.7033
H -1.2082 0.6426 -0.1493
H 1.4479 -0.8890 0.4105

As for the total energy: -492.10733 a.u. The HOMO-LUMO gap comes out at 0.3445 hartree.

This record from the Open Molecules 2025 dataset describes one molecule with the formula CH3FO2S in a non-equilibrium geometry. The level of theory is wB97M-V/def2-TZVPD.

Atoms and positions in Å:
O -1.44840 -0.60244 -1.19994
S -0.79893 -0.52500 0.10143
O -1.59110 -0.19021 1.28846
C 0.75195 0.52120 -0.03721
F 0.49137 1.92975 -0.05858
H 0.02629 -1.79386 0.34140
H 1.56469 0.28075 0.67121
H 1.00411 0.37982 -1.10677

Force components x, y, z for each atom (eV/Å):
O 1.0400 0.0206 1.4209
S 0.1838 -0.6753 1.0305
O 1.4736 -0.6212 -1.6558
C -0.6635 1.9365 -1.8425
F -0.0075 -1.8767 0.8478
H -1.5945 1.8828 -0.3811
H -0.7543 -0.0085 -0.1235
H 0.3222 -0.6582 0.7038

As for the total energy: -688.35085 a.u. The HOMO-LUMO gap comes out at 0.4240 hartree. The structure (SMILES) is O=[SH](=O)CF.

This record from the Open Molecules 2025 dataset describes a 2-piece molecular cluster, CH3FO2S overall. The level of theory is wB97M-V/def2-TZVPD.

Atoms and positions in Å:
C 0.26434 0.10229 0.00667
O 2.88516 0.07345 0.73592
O 1.91211 2.25944 0.14261
F -0.12856 -1.06192 -2.81107
S 1.96938 0.83875 -0.06265
H 0.05243 -0.35680 -0.95842
H 0.27735 -0.64758 0.78840
H -0.41956 0.91623 0.20668

Force components x, y, z for each atom (eV/Å):
C 0.5062 0.2129 0.1947
O 0.1374 -0.8269 0.5025
O -0.5660 0.7600 0.0766
F -0.0012 -0.0160 -0.0504
S -0.0779 -0.2415 -0.9055
H 0.1178 0.0665 0.0385
H -0.0171 -0.0543 0.1056
H -0.0993 0.0992 0.0380

As for the total energy: -688.25131 a.u. The HOMO-LUMO gap (alpha / beta) comes out at 0.3692 / 0.1619 hartree.

This record from the Open Molecules 2025 dataset describes a 2-piece molecular cluster, CH3FOS overall in a non-equilibrium geometry. The level of theory is wB97M-V/def2-TZVPD.

Atoms and positions in Å:
C -0.26651 0.31941 0.46307
O -1.05042 -0.46492 1.24227
F 1.13055 -0.65214 -2.12252
S 1.98676 0.31871 -1.11554
H -0.82298 0.58686 -0.46202
H 0.11368 1.26447 0.93164
H -1.09107 -1.37240 1.06309

Force components x, y, z for each atom (eV/Å):
C -0.6513 2.5578 -1.6170
O 1.9125 2.1067 1.2251
F 0.2744 0.0805 -0.2765
S -2.1740 -0.6725 1.5404
H 1.0782 -0.5924 0.0244
H -0.3108 -1.4094 0.1175
H -0.1290 -2.0707 -1.0139

As for the total energy: -613.03886 a.u. The HOMO-LUMO gap (alpha / beta) comes out at 0.2623 / 0.2625 hartree.

This record from the Open Molecules 2025 dataset describes a 2-piece molecular cluster, CH3FOS overall in a non-equilibrium geometry. The level of theory is wB97M-V/def2-TZVPD.

Atoms and positions in Å:
C -0.92701 0.42783 0.15198
O 1.82499 -1.39991 -0.32846
F 2.66112 -0.41317 0.00758
S 0.00226 -0.19124 -1.24234
H -2.00409 0.36802 -0.32779
H -0.57056 1.35727 0.59603
H -0.98670 -0.14879 1.14300

Force components x, y, z for each atom (eV/Å):
C -1.4444 -1.0516 1.1196
O -4.0907 0.3830 -1.7236
F 1.6045 1.5102 0.6618
S 2.2716 -1.7747 1.6204
H 1.8896 0.6992 1.2022
H -0.3046 0.5431 -1.0009
H 0.0739 -0.3091 -1.8795

As for the total energy: -612.94411 a.u. The HOMO-LUMO gap comes out at 0.2775 hartree.

This record from the Open Molecules 2025 dataset describes CH3FOS as an isolated structure in a non-equilibrium geometry. The level of theory is wB97M-V/def2-TZVPD.

Atoms and positions in Å:
C -0.17798 0.29947 0.58296
O 1.80614 0.07294 -1.03435
F -1.31019 -1.02048 -1.41555
S 0.59805 -0.77023 -0.70406
H 0.44245 1.05321 0.85579
H -0.27108 -0.45658 1.28140
H -1.08739 0.82167 0.43381

Force components x, y, z for each atom (eV/Å):
C -0.6263 -1.6239 -2.0726
O -2.6508 -1.7787 -0.3868
F 2.7732 0.6979 0.4946
S -0.4021 2.5362 -0.0566
H 2.7406 1.6955 0.8189
H -0.5468 -1.1197 2.1753
H -1.2880 -0.4071 -0.9730

As for the total energy: -613.09295 a.u. The HOMO-LUMO gap comes out at 0.3368 hartree.

This record from the Open Molecules 2025 dataset describes a 2-piece molecular cluster, CH3FOS overall in a non-equilibrium geometry. The level of theory is wB97M-V/def2-TZVPD.

Atoms and positions in Å:
C 1.22979 0.67836 1.10078
O -0.77856 -0.66375 0.35724
F -2.57163 -2.36112 0.36379
S -0.35436 0.47726 1.22066
H 1.54978 1.61015 1.50560
H -1.90501 -1.53289 0.27237
H 1.96510 0.18014 0.59074

Force components x, y, z for each atom (eV/Å):
C 4.3111 1.5681 0.1456
O 0.8285 -0.6341 -1.2560
F 1.9398 2.6352 -0.3657
S -6.0324 0.4248 1.9114
H 0.1375 0.7108 0.2755
H -2.4362 -3.0349 0.4609
H 1.2517 -1.6698 -1.1716

As for the total energy: -613.03310 a.u. Its spin multiplicity is 3. The HOMO-LUMO gap (alpha / beta) comes out at 0.3264 / 0.2972 hartree. Its expectation value of S² is 2.01.